A 2-piece molecular cluster, C25H38NO4Si2 overall. Source: the OMol25 dataset; level of theory: wB97M-V/def2-TZVPD.

The value obtained for the calculated total energy is -1909.83423 Ha. Its orbital gap is 5.74 eV. Its HOMO energy is -11.301 eV. As for the spin multiplicity: 1. As for the total charge: +1.

```
70
Properties=species:S:1:pos:R:3:forces:R:3
C 3.224 1.696 4.729 0.4 0.1 0.6
O 2.112 1.383 3.894 0.0 -0.2 -0.7
C 2.471 1.123 2.627 1.2 0.2 -0.4
O 3.630 1.158 2.234 -1.6 -0.1 0.5
C 1.295 0.777 1.752 0.1 0.8 0.2
C 1.354 -0.684 1.361 0.1 -0.4 0.5
C 0.196 -0.981 0.474 -0.8 1.0 0.8
C -1.097 -0.943 0.920 1.7 -1.2 0.1
N 0.379 -0.953 -0.937 0.0 -1.2 -0.9
O 0.816 -2.279 -1.384 -1.3 0.6 0.1
Si -0.533 -3.200 -1.990 0.9 0.2 0.0
C -0.066 -3.723 -3.718 -0.1 -0.1 0.0
C -0.665 -4.638 -0.816 -0.2 -0.1 -0.1
C -2.002 -2.048 -2.015 -0.5 0.1 -0.3
O 1.399 -0.084 -1.247 0.4 -0.2 0.2
Si 2.888 -0.716 -1.866 0.2 0.2 0.6
C 2.677 -0.893 -3.703 0.2 0.1 -0.4
C 3.995 0.670 -1.269 0.0 0.2 -0.4
C 3.545 -2.277 -1.059 0.4 -0.1 -0.1
H 2.778 1.928 5.695 0.2 0.0 0.0
H 3.897 0.831 4.805 -0.2 0.3 0.0
H 3.774 2.556 4.326 -0.1 -0.3 0.2
H 0.353 0.988 2.279 0.3 0.0 -0.1
H 1.361 1.397 0.848 0.0 -0.1 0.2
H 2.317 -0.901 0.881 -0.4 0.1 0.1
H 1.269 -1.291 2.281 0.1 0.1 -0.4
H -1.830 -1.427 0.284 -0.3 0.7 0.3
H -1.284 -0.752 1.975 -0.1 -0.5 -0.2
H -0.871 -4.354 -4.127 0.2 0.1 0.0
H 0.070 -2.867 -4.394 -0.1 -0.2 0.2
H 0.858 -4.316 -3.716 -0.2 0.1 0.0
H -1.557 -5.237 -1.055 0.2 0.0 0.1
H 0.219 -5.289 -0.900 -0.3 0.2 0.0
H -0.742 -4.294 0.226 0.0 -0.1 -0.3
H -2.429 -2.021 -3.027 0.0 -0.1 0.2
H -2.797 -2.364 -1.329 0.1 0.1 -0.1
H -1.667 -1.031 -1.765 -0.2 -0.5 -0.3
H 3.658 -0.738 -4.182 -0.3 -0.1 0.0
H 2.314 -1.888 -3.999 0.1 0.3 0.2
H 1.984 -0.141 -4.108 0.2 -0.2 0.1
H 5.029 0.458 -1.583 -0.2 0.2 0.1
H 3.685 1.631 -1.706 0.2 -0.1 0.1
H 3.978 0.773 -0.169 0.0 -0.2 -0.4
H 4.609 -2.112 -0.824 -0.3 -0.1 0.0
H 3.029 -2.565 -0.136 0.2 0.0 -0.3
H 3.489 -3.120 -1.760 -0.1 0.1 0.2
C -1.999 1.252 0.224 -0.9 1.1 -1.8
C -3.183 1.055 1.006 -1.0 -0.4 0.6
C -4.151 0.083 0.584 0.7 -0.1 0.3
C -5.159 -0.350 1.435 -0.2 0.2 0.0
C -5.285 0.206 2.722 0.5 0.1 -0.2
C -4.419 1.241 3.107 -0.2 0.2 -0.1
C -3.447 1.725 2.236 0.2 -0.6 -0.2
C -1.364 2.532 0.002 1.2 0.3 0.5
C -0.918 2.837 -1.319 0.0 -0.4 0.2
C -0.457 4.109 -1.646 -0.1 0.2 0.1
C -0.449 5.138 -0.684 -0.1 -0.8 -0.2
C -0.776 4.820 0.638 0.0 -0.1 0.5
C -1.168 3.530 0.995 -0.1 0.2 -0.4
H -1.812 0.562 -0.610 -0.5 0.4 0.3
H -4.067 -0.335 -0.427 0.1 0.0 0.5
H -5.843 -1.146 1.116 0.3 0.5 0.1
H -6.051 -0.155 3.413 0.3 0.1 -0.3
H -4.494 1.690 4.102 -0.2 -0.1 -0.4
H -2.860 2.590 2.524 -0.2 -0.4 0.1
H -0.960 2.046 -2.082 0.1 0.4 0.3
H -0.092 4.315 -2.655 -0.3 -0.1 0.3
H -0.165 6.156 -0.955 0.0 -0.4 0.1
H -0.701 5.588 1.420 0.0 -0.4 -0.4
H -1.291 3.271 2.044 0.1 0.3 -0.3
```
Forces are in eV/Å.


C25H39AsFGeN3OS4SeSiTc as an isolated structure. Source: the OMol25 dataset; level of theory: wB97M-V/def2-TZVPD.

The value obtained for the calculated total energy is -9991.63885 Ha. Its orbital gap (spin up / spin down) is 5.34 / 5.34 eV. The value obtained for the relative energy (zero: lowest compared OMol25 entry of this formula, charge and spin) is 25.5 kcal/mol. Its HOMO energy (spin up / spin down) is -16.174 / -16.173 eV. As for the spin multiplicity: 1. As for the total charge: +3.

```
78
Properties=species:S:1:pos:R:3:forces:R:3
Tc -0.020 -0.240 -0.049 -0.2 0.0 -2.0
C -4.603 0.236 -1.199 0.3 0.1 -0.2
Si -2.850 -0.251 -1.636 0.3 -0.1 0.1
C -2.537 -1.989 -0.928 0.0 0.2 -0.5
C -2.288 0.088 -3.395 -0.3 -0.2 0.3
N -1.539 0.690 -0.573 -0.2 -0.1 -0.2
C -2.059 1.802 0.101 0.0 0.6 0.8
C -2.937 2.753 -0.432 0.1 -0.3 -0.2
C -3.452 3.754 0.371 -0.1 0.1 0.0
C -3.120 3.832 1.720 0.1 -0.1 -0.1
C -2.202 2.937 2.264 0.1 0.1 0.2
C -1.691 1.983 1.431 -0.2 0.0 -0.4
F -0.753 1.075 1.876 0.3 -0.4 0.1
H -5.248 -0.636 -1.332 0.1 -0.1 0.0
H -4.991 1.015 -1.856 0.0 0.0 0.0
H -4.720 0.574 -0.170 0.0 -0.1 0.1
H -2.209 -2.681 -1.706 0.0 0.0 0.1
H -3.456 -2.396 -0.506 0.0 0.1 0.1
H -1.784 -2.005 -0.124 0.0 -0.2 0.2
H -2.166 -0.840 -3.957 0.0 0.0 0.0
H -1.344 0.633 -3.430 0.0 0.0 0.0
H -3.039 0.680 -3.920 0.0 0.0 0.0
H -3.184 2.714 -1.485 -0.1 0.0 0.0
H -4.136 4.475 -0.053 0.0 0.0 0.0
H -3.561 4.592 2.348 0.0 0.0 0.0
H -1.898 2.987 3.302 0.0 0.0 0.0
S 1.323 -4.162 -1.215 0.1 -0.1 -0.2
As 1.969 -4.722 -3.062 -0.1 0.2 0.3
S 2.061 -1.252 -2.893 -0.2 -0.1 0.3
S 0.292 -1.472 -1.924 0.1 1.1 1.1
S 2.044 -2.760 -4.250 -0.1 0.1 -0.1
C 1.667 -4.999 3.784 -0.2 -0.3 0.1
N 2.106 -3.898 2.945 0.2 0.1 0.2
N 1.220 -3.033 2.371 -0.1 0.5 -0.4
C 1.917 -2.140 1.615 0.2 -0.6 0.2
O 1.313 -1.233 0.914 0.4 -0.5 0.9
C 3.270 -2.458 1.731 -0.1 0.2 -0.2
C 3.347 -3.568 2.563 -0.1 0.1 0.0
C 4.553 -4.301 3.019 0.0 -0.1 0.1
C -0.186 -2.967 2.631 -0.2 0.0 0.0
C -1.034 -3.958 2.153 0.1 0.1 0.0
C -2.400 -3.826 2.354 0.0 -0.1 0.0
C -2.906 -2.721 3.024 0.0 0.0 0.0
C -2.048 -1.740 3.505 0.0 0.0 -0.1
C -0.681 -1.855 3.303 0.1 -0.1 0.1
H 0.769 -4.712 4.326 0.1 0.1 0.0
H 2.449 -5.232 4.501 0.0 0.1 0.0
H 1.452 -5.886 3.187 0.0 0.0 0.0
H 4.095 -1.955 1.258 0.0 0.0 0.0
H 5.398 -4.055 2.382 0.0 0.0 0.0
H 4.401 -5.379 3.005 0.0 0.0 0.0
H 4.809 -4.011 4.041 0.0 0.0 0.0
H -0.627 -4.818 1.636 0.0 0.0 0.0
H -3.069 -4.596 1.993 0.0 0.0 0.0
H -3.971 -2.631 3.189 0.0 0.0 0.0
H -2.439 -0.895 4.054 0.0 0.0 0.0
H 0.004 -1.115 3.700 0.0 0.0 0.0
C 4.874 3.068 1.774 -0.3 0.2 0.0
Ge 3.166 3.992 2.090 -0.3 -0.1 -0.3
C 2.312 3.322 3.729 0.2 0.2 -0.2
C 3.252 5.934 1.870 0.0 -0.4 0.1
C 1.765 3.366 0.640 0.3 0.6 0.4
Se 1.922 1.479 0.568 -0.4 -0.8 -0.3
C 3.132 1.344 -0.923 0.1 0.1 -0.2
H 5.513 3.257 2.637 0.0 0.0 0.0
H 5.389 3.457 0.896 0.0 0.0 0.0
H 4.750 1.989 1.683 0.0 0.0 0.0
H 3.041 3.301 4.538 0.0 0.0 0.0
H 1.934 2.309 3.581 0.0 0.0 0.0
H 1.490 3.968 4.035 0.0 0.0 0.0
H 3.857 6.344 2.679 0.0 0.0 0.0
H 2.261 6.381 1.915 0.0 0.0 0.0
H 3.725 6.189 0.923 0.0 0.0 0.0
H 1.915 3.829 -0.332 -0.1 -0.1 -0.1
H 0.805 3.665 1.060 -0.1 -0.1 0.0
H 4.058 1.856 -0.666 0.0 0.0 0.1
H 2.683 1.798 -1.804 0.0 0.0 0.0
H 3.329 0.292 -1.101 0.1 0.0 0.1
```
Forces are in eV/Å.


A 6-piece molecular cluster, C25H39BO13 overall. Source: the OMol25 dataset; level of theory: wB97M-V/def2-TZVPD.

The value obtained for the calculated total energy is -1979.03520 Ha. Its orbital gap is 10.10 eV. As for the SMILES: CBCC(=O)OC(C)=O.O=C1CCCO1.O=C1CCCO1.O=C1CCCO1.O=C1CCCO1.O=C1CCCO1. The value obtained for the relative energy (zero: lowest compared OMol25 entry of this formula, charge and spin) is 2.3 kcal/mol. Its HOMO energy is -9.833 eV. As for the spin multiplicity: 1.

```
78
Properties=species:S:1:pos:R:3:forces:R:3
C 1.782 -2.792 5.501 -0.2 -0.2 -0.1
B 1.705 -1.925 4.205 0.3 -0.1 0.2
C 1.344 -0.375 4.225 -0.5 0.1 -0.2
C 0.399 -0.077 5.337 0.3 0.2 0.6
O 0.663 -0.044 6.505 -0.2 0.0 -0.6
O -0.934 0.115 4.902 0.1 -0.4 0.1
C -1.746 -0.985 5.192 -0.5 0.0 0.5
C -1.675 -2.067 4.145 0.2 0.0 0.1
O -2.425 -1.024 6.176 0.3 0.1 -0.6
H 2.614 -2.501 6.148 0.0 0.2 0.0
H 0.872 -2.674 6.099 0.1 0.1 0.2
H 1.888 -3.852 5.276 0.0 0.0 0.0
H 1.887 -2.445 3.154 0.1 0.2 -0.1
H 2.233 0.243 4.375 0.2 -0.3 0.0
H 0.920 -0.094 3.262 0.0 0.1 0.1
H -1.109 -2.909 4.553 0.0 0.0 0.0
H -2.675 -2.429 3.919 0.0 0.0 0.0
H -1.174 -1.713 3.247 -0.1 0.0 -0.1
O 1.643 -0.363 0.475 0.1 0.0 0.1
C 0.954 0.609 0.376 -0.1 -0.1 -0.1
C 0.374 1.229 -0.879 0.1 0.4 0.3
C -0.036 2.623 -0.409 0.0 -0.1 -0.1
C -0.338 2.381 1.062 0.0 0.1 0.0
O 0.558 1.322 1.462 0.0 0.1 -0.1
H -0.481 0.636 -1.201 0.0 -0.1 -0.1
H 1.118 1.246 -1.667 0.0 -0.2 -0.1
H -0.872 3.052 -0.952 0.0 0.0 0.0
H 0.810 3.307 -0.503 0.0 0.0 0.0
H -1.364 2.045 1.227 0.0 0.0 0.0
H -0.150 3.249 1.689 0.0 -0.1 0.1
O -1.127 5.524 -0.219 -0.1 0.0 0.0
C -0.286 6.332 -0.476 0.1 0.0 0.2
C 0.419 7.280 0.476 0.0 0.3 -0.2
C 1.049 8.301 -0.468 0.0 0.0 0.1
C 1.266 7.468 -1.726 0.1 0.1 0.0
O 0.198 6.504 -1.730 0.0 0.0 0.0
H 1.168 6.711 1.029 0.0 0.0 0.0
H -0.292 7.711 1.174 0.0 -0.1 0.1
H 1.965 8.753 -0.094 0.0 0.0 0.0
H 0.337 9.101 -0.674 0.0 0.0 0.0
H 2.215 6.928 -1.705 0.0 0.0 0.0
H 1.210 8.047 -2.644 -0.1 -0.1 0.0
O -0.420 1.585 -3.793 -0.1 0.0 -0.1
C 0.466 1.456 -4.586 0.1 0.1 0.2
C 1.548 2.453 -4.946 0.0 -0.1 -0.3
C 2.105 1.888 -6.252 0.0 0.1 0.1
C 1.843 0.396 -6.082 0.1 0.0 -0.1
O 0.644 0.314 -5.287 0.0 0.0 -0.1
H 2.291 2.451 -4.146 0.0 0.0 0.0
H 1.127 3.450 -5.043 0.0 0.0 0.1
H 3.154 2.116 -6.429 0.0 0.0 0.0
H 1.528 2.271 -7.095 0.0 0.0 0.0
H 2.645 -0.109 -5.541 0.0 0.0 0.0
H 1.669 -0.124 -7.021 -0.1 0.0 0.0
O -5.038 -3.237 -4.665 -0.1 0.0 -0.1
C -4.195 -2.421 -4.890 0.0 0.0 0.2
C -3.517 -1.479 -3.911 0.0 0.2 -0.3
C -2.873 -0.439 -4.826 -0.1 0.0 0.1
C -2.626 -1.252 -6.088 0.1 0.1 0.0
O -3.687 -2.225 -6.132 0.0 0.0 -0.1
H -2.774 -2.051 -3.351 0.0 0.0 0.0
H -4.245 -1.063 -3.222 0.0 -0.1 0.1
H -1.971 0.015 -4.427 0.0 -0.1 0.0
H -3.589 0.358 -5.034 0.0 0.0 0.0
H -1.673 -1.785 -6.055 0.0 0.0 0.0
H -2.666 -0.660 -7.000 -0.1 -0.1 0.0
O 1.256 -4.933 2.484 -0.1 0.1 0.0
C 0.868 -5.825 3.175 0.2 -0.1 -0.1
C 1.043 -7.316 2.954 -0.3 -0.1 0.2
C 0.025 -7.926 3.914 0.1 0.0 -0.1
C -0.043 -6.866 5.007 -0.1 -0.1 0.1
O 0.198 -5.614 4.339 -0.1 0.0 -0.1
H 2.068 -7.579 3.219 0.0 0.0 -0.1
H 0.866 -7.565 1.912 0.1 0.0 0.0
H 0.297 -8.908 4.293 0.0 0.0 0.0
H -0.944 -8.009 3.421 0.0 0.0 0.0
H 0.729 -7.001 5.768 0.0 0.0 0.0
H -1.013 -6.813 5.494 0.0 0.1 0.0
```
Forces are in eV/Å.


no.,F_max (eV Å⁻¹)
1,2.31
2,2.01
3,0.74